Entry 1:
C25H26F3N3O in the gas phase, computed with ωB97M-V/def2-TZVPD.

Positions of all 58 atoms, in Å:
O: 0.97975 3.54717 5.55753
C: 0.54585 3.39257 4.41216
N: 0.08591 2.19120 3.85976
C: 0.05380 1.47030 2.27585
C: -1.27408 0.80591 2.30974
C: -1.38694 -0.53241 2.68538
C: -2.57191 -1.23310 2.54155
C: -3.67790 -0.46821 2.11208
C: -3.65920 0.93340 1.96508
C: -2.44222 1.57424 2.09362
C: -5.03297 1.41770 1.67736
C: -5.91453 0.13476 1.85647
N: -4.93947 -0.94254 1.98638
C: -5.25385 -2.33283 2.15610
C: -4.00717 -3.25953 2.05432
C: -2.74032 -2.71831 2.72324
C: 1.31349 0.72974 2.01219
C: 1.42078 -0.57216 1.52825
C: 2.64850 -1.23090 1.50715
C: 3.76864 -0.46561 1.87200
C: 3.76030 0.87189 2.29844
C: 2.49852 1.46369 2.36431
C: 5.12119 1.39701 2.43710
C: 5.99370 0.15125 2.00673
N: 5.02356 -0.91749 1.81632
C: 5.35342 -2.27349 1.47628
C: 4.14256 -3.21917 1.60360
C: 2.84039 -2.63152 1.06444
C: 0.56310 4.64943 3.35312
F: 0.30039 4.21076 2.03306
F: -0.29518 5.67279 3.61904
F: 1.81633 5.27119 3.31218
H: 0.06707 1.48669 4.57102
H: 0.08398 2.52246 1.86800
H: -0.49102 -1.08488 3.02853
H: -2.31833 2.64408 2.02277
H: -5.33011 2.25817 2.32668
H: -5.05818 1.72916 0.61776
H: -6.61030 -0.07467 1.02066
H: -6.52552 0.23310 2.78063
H: -5.74988 -2.48922 3.13608
H: -6.03769 -2.62550 1.43250
H: -4.28268 -4.26190 2.40614
H: -3.78095 -3.39252 0.99726
H: -2.79568 -2.89036 3.80457
H: -1.83736 -3.22761 2.34882
H: 0.53380 -1.10900 1.17180
H: 2.32113 2.44833 2.74614
H: 5.31478 1.65235 3.49247
H: 5.28161 2.26573 1.77965
H: 6.74283 -0.16316 2.77000
H: 6.52864 0.36583 1.05189
H: 6.21428 -2.60483 2.08535
H: 5.72167 -2.28447 0.43458
H: 4.35746 -4.18838 1.14942
H: 4.00714 -3.41569 2.66184
H: 2.89430 -2.62079 -0.02933
H: 1.95059 -3.19817 1.36274

## Properties
* LUMO level: 0.626 eV
* HOMO-LUMO gap: 7.68 eV
* ΔE to the lowest compared entry with this formula, charge and spin: 0.00 kcal/mol
* 2S+1: 1
* calculated total energy: -41016.508 eV

***

Entry 2:
A 4-piece molecular cluster, C25H26F4N7O7 overall, computed with ωB97M-V/def2-TZVPD.

Positions of all 69 atoms, in Å:
F: -2.24649 5.29433 0.89970
C: -1.19871 4.53293 0.14739
C: -1.68598 2.94723 -0.05757
N: -0.51493 1.97137 -0.05739
N: -0.72173 0.57939 -0.18427
N: 0.43081 -0.23660 -0.14024
C: 1.47702 0.84157 0.03926
C: 3.11032 0.79856 0.16548
C: 3.70183 -0.30708 1.22078
O: 2.85696 -0.56744 2.39612
C: 2.65973 0.64807 3.21701
C: 2.55960 0.36022 4.83705
F: 1.35544 1.12355 5.33463
F: 2.26350 -1.07869 5.02523
F: 3.78842 0.74754 5.58071
N: 0.84365 2.21750 0.09240
H: -0.21326 4.59243 0.77826
H: -1.05217 5.01366 -0.93394
H: -2.25143 2.92724 -1.09646
H: -2.44700 2.66930 0.78879
H: 3.47321 1.87386 0.46612
H: 3.55565 0.51809 -0.90483
H: 4.81134 0.03567 1.49189
H: 3.84009 -1.34525 0.65552
H: 1.58863 1.07230 2.90114
H: 3.44451 1.50438 2.94053
H: 1.32810 3.14526 0.22501
C: 0.97513 2.72362 -6.33640
C: -0.37276 3.07158 -6.23513
C: -0.84915 3.69770 -5.08169
C: 0.03805 3.97604 -4.03281
C: 1.39013 3.62087 -4.12867
C: 1.85431 2.99255 -5.28601
N: -0.45140 4.65698 -2.82814
O: -1.65798 4.93786 -2.77346
O: 0.37014 4.91567 -1.93697
H: 1.34307 2.24066 -7.24004
H: -1.05211 2.85734 -7.05741
H: -1.90232 3.96259 -5.01827
H: 2.08863 3.82648 -3.32023
H: 2.90278 2.71563 -5.37128
C: 0.96562 -6.27314 1.27809
C: 0.72247 -4.90467 1.40580
C: 1.08025 -4.03130 0.37692
C: 1.67953 -4.54206 -0.78271
C: 1.93179 -5.91448 -0.91034
C: 1.57213 -6.77776 0.12652
N: 2.03472 -3.63231 -1.87846
O: 1.81288 -2.42265 -1.71967
O: 2.53196 -4.12602 -2.90073
H: 0.67975 -6.95091 2.08065
H: 0.25075 -4.51879 2.30698
H: 0.88398 -2.96751 0.49175
H: 2.40073 -6.32376 -1.80272
H: 1.76101 -7.84515 0.03571
C: -6.02985 -0.76288 2.39395
C: -5.04639 -0.13748 1.62596
C: -3.75276 -0.66110 1.58425
C: -3.45482 -1.81939 2.31525
C: -4.43821 -2.44487 3.09318
C: -5.72763 -1.91030 3.12927
N: -2.10346 -2.38922 2.25531
O: -1.25638 -1.79603 1.57100
O: -1.88809 -3.43255 2.88865
H: -7.03855 -0.35410 2.41886
H: -5.28924 0.75730 1.05679
H: -2.99761 -0.16203 0.98089
H: -4.21944 -3.34151 3.66931
H: -6.49878 -2.39027 3.72776

## Properties
* LUMO level: -4.580 eV
* net charge: +1
* HOMO-LUMO gap: 7.01 eV
* 2S+1: 1
* calculated total energy: -61956.218 eV

***

Entry 3:
C25H26F6N3O7PtS2Si as an isolated structure, computed with ωB97M-V/def2-TZVPD.

Positions of all 71 atoms, in Å:
Pt: -1.00594 -0.25098 -0.34102
O: 1.59966 -0.07708 -0.05682
C: 2.23536 -1.33278 0.04728
C: 1.14526 -2.47888 0.22598
O: 1.52586 -3.62388 0.38618
O: -0.03724 -2.06288 0.18688
C: 3.18696 -1.39658 1.22018
C: 3.91586 -2.56088 1.43528
C: 4.85716 -2.61108 2.44338
C: 5.09836 -1.50018 3.23578
C: 4.37056 -0.34298 3.02768
C: 3.41156 -0.29228 2.03218
C: 3.07486 -1.52948 -1.20132
C: 3.88226 -0.46438 -1.58172
C: 4.74336 -0.57418 -2.65562
C: 4.81246 -1.75838 -3.37072
C: 4.00466 -2.81888 -3.00022
C: 3.13936 -2.71058 -1.92362
H: 1.14136 0.10802 0.78028
H: 3.71716 -3.41808 0.81228
H: 5.41186 -3.52308 2.60208
H: 5.84086 -1.54248 4.01938
H: 4.54846 0.53252 3.63598
H: 2.85316 0.61772 1.87158
H: 3.82776 0.45082 -1.01482
H: 5.37086 0.26592 -2.92112
H: 5.49886 -1.85688 -4.20302
H: 4.05276 -3.74798 -3.54962
H: 2.52796 -3.55218 -1.64342
C: 2.13716 3.23612 0.31748
C: 0.64646 3.38112 0.24608
C: 0.06056 4.61752 0.51238
C: -1.31914 4.73442 0.40748
C: -2.05974 3.65892 -0.02342
C: -1.39264 2.45652 -0.32982
N: -0.06404 2.33572 -0.13582
N: -1.97164 1.37672 -0.87972
Si: -3.42494 1.38832 -1.84432
C: -3.21744 2.88892 -3.03722
C: -3.46064 -0.14028 -2.97242
C: -5.03514 1.53602 -0.82202
H: 2.59306 3.89722 -0.42172
H: 2.41926 2.21252 0.09758
H: 2.49856 3.52482 1.30368
H: 0.67226 5.46722 0.78018
H: -1.80334 5.67262 0.64668
H: -3.13154 3.70632 -0.10622
H: -2.19294 2.92352 -3.39752
H: -3.42704 3.83572 -2.55242
H: -3.86894 2.80422 -3.90112
H: -2.71674 -0.06698 -3.75962
H: -4.43334 -0.24778 -3.44272
H: -3.26014 -1.03828 -2.39952
H: -5.18874 2.51202 -0.37392
H: -4.98904 0.80622 -0.02162
H: -5.90234 1.31342 -1.43442
F: -5.31684 -2.83868 -0.31212
C: -4.37494 -3.17188 0.58868
F: -4.97564 -3.22218 1.78168
F: -3.98354 -4.41378 0.28508
S: -2.91074 -1.95918 0.47708
O: -2.44674 -2.31658 -0.83022
O: -3.52374 -0.66758 0.63328
N: -2.16174 -2.39158 1.78148
S: -1.60334 -1.27528 2.72638
O: -0.79354 -0.23288 2.14418
O: -1.09934 -1.83168 3.93758
C: -3.14294 -0.29878 3.30978
F: -3.26434 0.90002 2.74048
F: -4.29384 -0.96078 3.15318
F: -3.02814 -0.05998 4.62808

## Properties
* LUMO level (alpha / beta): 1.069 / 0.947 eV
* net charge: -1
* HOMO-LUMO gap (alpha / beta): 6.44 / 6.35 eV
* ΔE to the lowest compared entry with this formula, charge and spin: 69.29 kcal/mol
* 2S+1: 1
* calculated total energy: -94250.972 eV

***

Entry 4:
C25H26FN2O2P in the gas phase, computed with ωB97M-V/def2-TZVPD.

Positions of all 57 atoms, in Å:
O: 4.30915 1.98111 0.76979
C: 4.00489 0.81649 0.91732
N: 4.83223 -0.20540 0.56718
C: 6.11127 0.02529 -0.05572
C: 6.05365 -0.21248 -1.56788
F: 7.31717 -0.14208 -2.09275
C: 2.70508 0.38124 1.50290
C: 2.05643 1.28985 2.51842
C: 1.48188 1.19973 1.14905
C: 0.17144 0.48195 0.90321
N: 0.18414 -0.04712 -0.45323
P: -0.95371 -1.05836 -1.16385
O: -0.38931 -1.58421 -2.40982
C: -2.42003 -0.00961 -1.43604
C: -2.24552 0.95528 -2.41951
C: -3.27652 1.81492 -2.74371
C: -4.49081 1.70964 -2.08362
C: -4.67484 0.73058 -1.12312
C: -3.64437 -0.13762 -0.80283
C: -1.37963 -2.36628 0.03995
C: -1.94522 -2.11484 1.28393
C: -2.16520 -3.16064 2.16360
C: -1.82307 -4.45541 1.80772
C: -1.25886 -4.70814 0.56776
C: -1.03454 -3.66419 -0.31141
C: -0.98228 1.44084 1.07056
C: -1.81120 1.37268 2.18145
C: -2.88208 2.23979 2.31244
C: -3.12698 3.19109 1.33835
C: -2.28436 3.28610 0.24400
C: -1.21599 2.41922 0.11345
H: 4.51568 -1.15828 0.64499
H: 6.38396 1.06504 0.14133
H: 6.86472 -0.63552 0.38313
H: 5.66908 -1.21251 -1.80012
H: 5.44888 0.54952 -2.06817
H: 2.57319 -0.68696 1.62688
H: 1.52691 0.82882 3.33807
H: 2.59588 2.18776 2.77669
H: 1.65822 2.04112 0.49051
H: 0.07548 -0.32876 1.64439
H: 1.10292 -0.32416 -0.77838
H: -1.29150 1.00685 -2.92521
H: -3.13873 2.56518 -3.50863
H: -5.29893 2.38364 -2.32750
H: -5.62760 0.63749 -0.62236
H: -3.80395 -0.91364 -0.06941
H: -2.22069 -1.10706 1.55665
H: -2.60706 -2.96537 3.13039
H: -1.99901 -5.26761 2.49779
H: -0.99539 -5.71772 0.28832
H: -0.59833 -3.83296 -1.28513
H: -1.61664 0.64226 2.95541
H: -3.52621 2.17024 3.17682
H: -3.96733 3.86204 1.43591
H: -2.46152 4.03678 -0.51149
H: -0.56088 2.48952 -0.74108

## Properties
* LUMO level: 0.493 eV
* HOMO-LUMO gap: 9.52 eV
* ΔE to the lowest compared entry with this formula, charge and spin: 0.00 kcal/mol
* 2S+1: 1
* calculated total energy: -45430.224 eV